Entry 1:
14
Properties=species:S:1:pos:R:3 method="wB97M-V/def2-TZVPD" e_tot_ev=-8269.04767 lumo_energy_ev=0.81 smiles="CN(C)C(N)=O" homo_ha=-0.3369 e_above_lowest_ev=0.278 orbital_gap_ev=9.973 max_force_ha_per_bohr=0.0059
C -1.332 -1.033 0.362
N -0.274 -0.142 -0.067
C -0.607 1.258 -0.209
C 1.006 -0.644 -0.097
N 2.019 0.261 -0.389
O 1.257 -1.831 0.065
H -0.944 -2.050 0.333
H -1.663 -0.803 1.384
H -2.192 -0.949 -0.313
H 0.063 1.752 -0.919
H -1.622 1.338 -0.613
H -0.587 1.802 0.749
H 2.922 -0.166 -0.240
H 1.952 1.207 -0.045



Entry 2:
76
Properties=species:S:1:pos:R:3 method="wB97M-V/def2-TZVPD" e_tot_ev=-85855.16860 lumo_energy_ev="-0.01 / 0.04" homo_ha="-0.1306 / -0.1611" e_above_lowest_ev=5.756 orbital_gap_ev="3.540 / 4.427" max_force_ha_per_bohr=0.0932
Ca -0.236 1.945 -0.490
C -1.942 1.895 -3.890
C -2.042 0.592 -3.580
C -1.144 -0.451 -4.186
C 0.360 -0.108 -4.069
C 0.747 0.688 -2.840
C 0.731 2.055 -2.805
C 0.459 2.794 -4.089
C -0.919 2.478 -4.782
C 1.682 0.308 2.832
H -2.766 2.583 -3.669
H -2.941 0.190 -3.079
H -1.389 -0.592 -5.261
H -1.352 -1.418 -3.693
H 0.900 -1.076 -4.039
H 0.687 0.339 -5.032
H 1.343 0.089 -2.141
H 1.268 2.623 -2.029
H 1.211 2.602 -4.887
H 0.496 3.881 -3.902
H -1.311 3.444 -5.137
H -0.765 1.865 -5.691
H 0.887 1.064 2.695
H 2.617 0.806 3.151
H 1.347 -0.490 3.519
P 2.102 -0.401 1.304
P -1.673 -1.139 1.654
N 2.779 0.936 0.407
N 3.275 -1.571 1.710
N -2.350 0.167 0.588
N -2.979 -2.209 1.652
C 0.934 -1.038 0.090
C -0.362 -1.796 0.456
C 2.981 2.292 0.745
C 3.967 2.801 -0.083
C 4.373 1.748 -0.969
C 3.625 0.632 -0.670
C 4.199 -1.475 2.779
C 4.816 -2.705 2.925
C 4.199 -3.618 2.014
C 3.215 -2.929 1.333
C -3.224 1.136 1.103
C -3.144 2.264 0.310
C -2.530 1.895 -0.931
C -2.052 0.571 -0.736
C -3.961 -2.482 0.664
C -5.023 -3.137 1.266
C -4.687 -3.306 2.655
C -3.442 -2.771 2.866
H 1.521 -1.695 -0.598
H 0.659 -0.141 -0.552
H -0.862 -1.930 -0.514
H -0.119 -2.803 0.854
H 2.369 2.746 1.521
H 4.413 3.800 -0.086
H 5.137 1.807 -1.742
H 3.629 -0.378 -1.061
H 4.269 -0.578 3.386
H 5.655 -2.940 3.556
H 4.472 -4.645 1.833
H 2.410 -3.270 0.687
H -3.814 0.943 2.001
H -3.652 3.208 0.531
H -2.234 2.602 -1.757
H -1.389 -0.023 -1.394
H -3.810 -2.157 -0.364
H -5.962 -3.438 0.794
H -5.326 -3.758 3.394
H -2.863 -2.700 3.764
F -1.860 0.046 5.699
C -0.857 0.407 4.858
F -0.074 1.355 5.436
F -0.106 -0.754 4.723
C -1.361 0.788 3.378
O -2.316 -0.079 3.052
O -0.894 1.613 2.564



Entry 3:
8
Properties=species:S:1:pos:R:3 method="wB97M-V/def2-TZVPD" e_tot_ev=-23125.39828 lumo_energy_ev=0.05 smiles="O=C(S)C(F)(F)F" homo_ha=-0.3998 e_above_lowest_ev=0.023 orbital_gap_ev=10.928 max_force_ha_per_bohr=0.0353
O -0.420 1.645 -0.015
C -0.368 0.433 -0.017
S -1.763 -0.652 -0.005
C 0.986 -0.286 0.001
F 0.855 -1.614 -0.150
F 1.758 0.169 -0.990
F 1.616 -0.045 1.145
H -2.664 0.350 0.032



Entry 4:
33
Properties=species:S:1:pos:R:3 method="wB97M-V/def2-TZVPD" e_tot_ev=-30809.47286 lumo_energy_ev=0.60 smiles="C[C@H](F)CCO[C@H](S)CNCCC(=O)O" homo_ha=-0.3309 orbital_gap_ev=9.601 max_force_ha_per_bohr=0.0958
C -1.250 1.142 2.951
C -0.549 1.512 1.654
F 0.350 2.532 1.903
C -1.502 1.928 0.568
C -2.187 0.725 -0.069
O -1.156 -0.178 -0.417
C -1.539 -1.253 -1.216
S -3.019 -2.156 -0.610
C -0.309 -2.275 -1.257
N 0.780 -1.870 -0.391
C 1.954 -1.322 -1.050
C 2.110 0.180 -0.796
C 3.401 0.629 -1.432
O 3.715 0.332 -2.498
O 4.233 1.384 -0.674
H -1.684 0.155 2.887
H -0.494 1.165 3.721
H -1.996 1.904 3.149
H 0.052 0.653 1.378
H -2.287 2.521 1.026
H -0.963 2.506 -0.174
H -2.725 1.073 -0.947
H -2.867 0.322 0.672
H -1.740 -0.938 -2.238
H -2.630 -2.379 0.659
H -0.677 -3.230 -0.921
H 0.003 -2.411 -2.291
H 1.022 -2.595 0.261
H 1.940 -1.457 -2.126
H 2.827 -1.784 -0.606
H 2.187 0.407 0.264
H 1.294 0.760 -1.214
H 3.707 2.017 -0.164



Entry 5:
7
Properties=species:S:1:pos:R:3 method="wB97M-V/def2-TZVPD" e_tot_ev=-25478.16477 lumo_energy_ev=-0.03 smiles="C=C(S)Cl" homo_ha=-0.3519 e_above_lowest_ev=1.402 orbital_gap_ev=9.547 max_force_ha_per_bohr=0.0799
C 0.086 -0.812 0.045
C -1.127 -0.234 0.028
S -2.015 1.686 -0.007
Cl -2.482 -1.438 -0.004
H -0.036 -1.909 0.209
H 1.041 -0.276 -0.068
H -0.909 2.195 -0.451



Entry 6:
103
Properties=species:S:1:pos:R:3 method="wB97M-V/def2-TZVPD" e_tot_ev=-322356.26497 lumo_energy_ev=3.57 total_charge=-2 homo_ha=-0.0370 e_above_lowest_ev=0.634 orbital_gap_ev=4.574 max_force_ha_per_bohr=0.0115
Ag -1.342 1.788 -0.931
S -2.165 4.136 -5.293
As -2.135 2.441 -4.016
S -0.119 2.034 -3.231
S -3.327 2.902 -2.136
S -3.032 0.675 -4.833
C 4.199 3.414 -0.549
C 2.886 2.848 -1.097
Sb 1.237 2.659 0.280
C 1.894 0.844 1.291
C 3.369 0.444 1.207
C 1.892 4.103 1.778
C 2.903 3.633 2.832
H 4.946 3.519 -1.346
H 4.633 2.772 0.222
H 4.057 4.405 -0.108
H 3.021 1.850 -1.526
H 2.487 3.462 -1.906
H 1.265 0.073 0.841
H 1.568 0.938 2.334
H 3.710 0.393 0.169
H 3.544 -0.540 1.651
H 4.013 1.158 1.727
H 0.963 4.438 2.249
H 2.273 4.964 1.221
H 2.529 2.773 3.397
H 3.125 4.425 3.559
H 3.853 3.334 2.377
Br -2.090 7.049 2.039
C -0.503 7.223 0.981
C 0.486 8.047 1.511
C 1.682 8.208 0.827
C 1.875 7.543 -0.378
C 0.872 6.727 -0.887
C -0.349 6.547 -0.226
I -1.736 5.135 -1.116
H 0.320 8.550 2.456
H 2.458 8.847 1.237
H 2.809 7.656 -0.920
H 1.026 6.205 -1.828
Cl -4.529 -1.317 2.382
C -4.169 0.352 2.017
C -5.159 1.309 2.061
C -4.805 2.608 1.757
C -3.493 2.886 1.395
N -2.547 1.955 1.325
C -2.880 0.713 1.658
H -6.177 1.036 2.313
H -5.540 3.405 1.770
H -3.195 3.890 1.108
H -2.099 -0.035 1.598
C -0.168 -2.307 0.094
C -0.796 -2.331 1.486
As -0.310 -3.820 2.687
C 1.628 -3.878 2.407
C 2.243 -4.274 1.220
C 3.629 -4.262 1.105
C 4.417 -3.867 2.180
C 3.816 -3.478 3.367
C 2.428 -3.482 3.476
C -0.859 -5.302 1.540
C -0.195 -6.527 1.595
C -0.643 -7.609 0.846
C -1.765 -7.478 0.034
C -2.436 -6.265 -0.018
C -1.988 -5.185 0.735
P -0.878 -0.973 -1.013
C 0.155 -1.301 -2.482
C -0.381 -1.491 -3.749
C 0.461 -1.609 -4.851
C 1.836 -1.546 -4.695
C 2.380 -1.339 -3.430
C 1.541 -1.205 -2.335
C -2.499 -1.719 -1.450
C -2.675 -3.091 -1.659
C -3.922 -3.606 -1.980
C -5.014 -2.753 -2.114
C -4.847 -1.387 -1.943
C -3.596 -0.872 -1.611
H -0.274 -3.270 -0.406
H 0.898 -2.108 0.169
H -1.888 -2.354 1.424
H -0.535 -1.431 2.046
H 1.641 -4.583 0.375
H 4.091 -4.551 0.169
H 5.496 -3.855 2.087
H 4.424 -3.158 4.204
H 1.962 -3.176 4.405
H 0.685 -6.637 2.218
H -0.112 -8.552 0.891
H -2.109 -8.317 -0.560
H -3.306 -6.146 -0.654
H -2.521 -4.242 0.670
H -1.452 -1.453 -3.902
H 0.024 -1.696 -5.839
H 2.486 -1.615 -5.560
H 3.454 -1.247 -3.304
H 1.971 -0.983 -1.360
H -1.829 -3.767 -1.598
H -4.039 -4.673 -2.149
H -5.987 -3.155 -2.383
H -5.673 -0.703 -2.099
H -3.476 0.203 -1.530



Entry 7:
9
Properties=species:S:1:pos:R:3 method="wB97M-V/def2-TZVPD" e_tot_ev=-77294.72490 lumo_energy_ev=0.94 homo_ha=-0.3713 e_above_lowest_ev=1.539 orbital_gap_ev=11.044 max_force_ha_per_bohr=0.0957
C -1.003 -0.880 2.443
C 0.732 -0.501 -0.922
C 0.155 0.835 -0.763
O -1.017 -0.212 3.348
O 0.759 0.351 0.264
Br -1.717 0.863 -0.745
H 0.025 -1.388 -0.779
H 1.528 -0.799 -1.515
H 0.538 1.732 -1.333



Entry 8:
27
Properties=species:S:1:pos:R:3 method="wB97M-V/def2-TZVPD" e_tot_ev=-14486.45829 lumo_energy_ev="-2.65 / -6.59" total_charge=+1 multiplicity=3 homo_ha="-0.4115 / -0.4326" e_above_lowest_ev=3.215 orbital_gap_ev="8.547 / 5.178" max_force_ha_per_bohr=0.0574
C -2.061 -2.707 0.163
C -2.309 -1.523 0.118
C -3.193 0.660 -0.031
C 2.011 0.078 -1.254
C 1.995 0.694 1.008
C 0.464 -0.359 -1.130
C 0.455 0.238 1.099
C -2.838 2.083 -0.165
N 2.623 -0.062 0.003
N -0.075 0.458 -0.158
N 2.939 -1.378 0.362
N -2.298 -0.226 0.041
H -1.993 -3.753 0.207
H -4.254 0.400 0.002
H 2.477 -0.553 -2.009
H 2.029 1.121 -1.566
H 2.013 1.751 0.748
H 2.451 0.540 1.985
H -0.006 -0.183 -2.096
H 0.486 -1.432 -0.882
H 0.489 -0.816 1.417
H -0.033 0.863 1.845
H -1.758 2.195 -0.208
H -3.244 2.642 0.678
H -3.298 2.497 -1.059
H 3.441 -1.400 1.244
H 3.487 -1.829 -0.364



Entry 9:
193
Properties=species:S:1:pos:R:3 method="wB97M-V/def2-TZVPD" e_tot_ev=-95834.88808 lumo_energy_ev=-0.01 homo_ha=-0.3342 e_above_lowest_ev=0.000 orbital_gap_ev=9.088 max_force_ha_per_bohr=0.0303
C 31.173 -3.468 7.849
C 30.110 -2.596 7.216
C 28.684 -2.972 7.579
O 28.373 -4.245 7.076
C 27.215 -4.787 7.664
N 30.367 -1.164 7.452
H 32.147 -3.309 7.389
H 30.902 -4.507 7.644
H 31.238 -3.364 8.935
H 30.170 -2.743 6.131
H 28.005 -2.187 7.208
H 28.521 -2.897 8.669
H 26.896 -5.616 7.032
H 26.386 -4.087 7.789
H 27.448 -5.227 8.644
H 29.503 -0.634 7.503
H 30.805 -1.065 8.362
C 25.106 2.465 9.746
C 24.982 3.880 9.152
C 23.979 3.804 8.009
O 24.465 3.066 6.885
C 25.463 3.773 6.190
N 24.483 4.844 10.142
H 24.166 2.153 10.201
H 25.926 2.392 10.468
H 25.412 1.769 8.956
H 25.963 4.179 8.781
H 23.640 4.803 7.715
H 23.103 3.232 8.330
H 26.435 3.769 6.692
H 25.148 4.776 5.882
H 25.654 3.262 5.238
H 25.129 4.862 10.924
H 23.615 4.464 10.514
C 30.886 -2.124 0.319
C 30.965 -2.226 1.831
C 29.922 -1.404 2.570
O 28.632 -1.863 2.237
C 27.625 -1.055 2.792
N 30.908 -3.652 2.236
H 31.263 -1.184 -0.098
H 29.828 -2.081 0.027
H 31.396 -2.926 -0.209
H 31.934 -1.781 2.096
H 30.027 -0.339 2.320
H 30.099 -1.475 3.653
H 26.697 -1.279 2.259
H 27.803 0.016 2.637
H 27.400 -1.226 3.850
H 30.563 -4.182 1.442
H 30.150 -3.734 2.909
C 24.039 -1.210 1.210
C 22.552 -0.929 0.981
C 21.803 -1.085 2.299
O 20.414 -1.028 2.081
C 19.661 -1.169 3.262
N 22.305 0.347 0.321
H 24.165 -2.230 1.578
H 24.475 -0.519 1.934
H 24.548 -1.130 0.250
H 22.225 -1.713 0.291
H 22.125 -0.264 2.961
H 22.039 -2.034 2.801
H 18.608 -1.200 2.979
H 19.781 -0.273 3.884
H 19.915 -2.089 3.795
H 21.296 0.394 0.197
H 22.531 1.132 0.925
C 25.689 -2.103 10.598
C 24.876 -2.436 11.825
C 23.432 -1.988 11.713
O 23.209 -0.604 11.545
C 23.957 0.297 12.323
N 24.882 -3.906 12.017
H 25.260 -2.547 9.696
H 26.719 -2.463 10.662
H 25.742 -1.026 10.424
H 25.346 -2.012 12.721
H 22.897 -2.342 12.607
H 22.962 -2.435 10.840
H 24.060 -0.043 13.362
H 23.457 1.263 12.304
H 24.981 0.422 11.950
H 24.545 -4.136 12.948
H 25.839 -4.244 12.016
C 21.031 -0.622 8.448
C 21.014 0.870 8.717
C 19.710 1.505 8.269
O 19.420 1.110 6.942
C 18.499 1.981 6.313
N 21.194 1.180 10.161
H 21.118 -0.861 7.383
H 20.124 -1.126 8.793
H 21.883 -1.126 8.913
H 21.827 1.369 8.181
H 19.754 2.591 8.418
H 18.871 1.150 8.890
H 19.057 2.888 6.051
H 17.683 2.297 6.971
H 18.095 1.534 5.409
H 20.329 0.863 10.599
H 21.886 0.514 10.509
C 24.555 -0.285 7.884
C 25.103 -0.618 6.496
C 24.001 -0.750 5.440
O 23.173 -1.875 5.645
C 23.815 -3.098 5.376
N 26.021 0.434 6.047
H 25.408 -0.228 8.562
H 23.865 -1.048 8.256
H 24.054 0.686 7.899
H 25.633 -1.572 6.565
H 24.432 -0.789 4.433
H 23.372 0.141 5.520
H 24.499 -3.463 6.147
H 24.346 -3.019 4.417
H 23.048 -3.863 5.254
H 25.605 1.356 6.043
H 26.792 0.457 6.708
C 31.478 4.814 6.556
C 30.717 4.875 5.238
C 29.667 3.787 5.114
O 30.223 2.518 5.411
C 29.463 1.446 4.909
N 30.112 6.217 5.075
H 30.826 5.125 7.374
H 32.373 5.433 6.518
H 31.842 3.798 6.716
H 31.435 4.763 4.423
H 29.270 3.786 4.088
H 28.803 3.920 5.786
H 29.853 0.515 5.320
H 29.490 1.430 3.816
H 28.423 1.500 5.263
H 29.584 6.197 4.201
H 29.368 6.284 5.771
C 20.661 5.795 5.067
C 22.130 5.437 5.033
C 22.456 4.453 3.921
O 21.682 3.275 3.912
C 21.782 2.465 5.060
N 22.890 6.681 4.775
H 20.315 6.109 4.081
H 20.388 6.523 5.830
H 20.050 4.915 5.302
H 22.425 5.008 6.000
H 23.516 4.164 3.961
H 22.218 4.952 2.979
H 21.390 2.967 5.947
H 22.795 2.087 5.247
H 21.224 1.558 4.825
H 22.945 7.162 5.672
H 23.877 6.530 4.575
C 24.194 -6.840 5.069
C 23.883 -6.370 3.670
O 23.278 -7.411 2.944
O 25.141 -5.989 5.722
H 24.558 -7.874 4.965
H 23.317 -6.952 5.721
H 24.840 -6.065 3.221
H 23.309 -5.434 3.714
H 22.899 -7.045 2.141
H 25.371 -6.505 6.502
C 29.356 2.211 9.362
C 28.309 1.898 8.333
O 27.855 0.545 8.408
O 28.726 2.359 10.638
H 29.882 3.140 9.118
H 30.097 1.404 9.385
H 28.732 2.116 7.353
H 27.419 2.519 8.461
H 27.721 0.330 9.339
H 29.406 2.371 11.317
C 22.536 -3.985 9.006
C 21.723 -4.474 7.838
O 20.702 -5.397 8.191
O 23.382 -5.010 9.492
H 21.826 -3.655 9.771
H 23.131 -3.123 8.671
H 22.259 -4.859 6.967
H 21.235 -3.573 7.444
H 21.117 -6.264 8.246
H 23.717 -4.803 10.377
C 18.839 -6.130 5.025
C 20.320 -6.434 4.991
O 20.641 -7.595 5.775
O 18.055 -7.090 4.355
H 18.664 -5.147 4.586
H 18.528 -6.048 6.073
H 20.926 -5.649 5.444
H 20.653 -6.619 3.964
H 20.639 -8.370 5.207
H 18.322 -7.980 4.600



Entry 10:
17
Properties=species:S:1:pos:R:3 method="wB97M-V/def2-TZVPD" e_tot_ev=-8428.41583 lumo_energy_ev=0.62 smiles="C[C@H]1C=CC1.C=O" homo_ha=-0.3399 e_above_lowest_ev=2.825 orbital_gap_ev=9.865 max_force_ha_per_bohr=0.0347
C -1.764 -0.390 0.849
C -1.233 0.136 -0.445
C -0.214 1.224 -0.288
C 0.745 0.518 -0.884
C -0.098 -0.715 -1.104
H -0.916 -0.631 1.501
H -2.383 0.371 1.327
H -2.343 -1.295 0.674
H -2.015 0.406 -1.170
H -0.212 2.251 0.068
H 1.410 1.044 -1.524
H 0.152 -1.626 -0.543
H -0.209 -0.975 -2.158
C 2.240 -0.075 0.900
O 1.709 -1.055 1.368
H 3.021 -0.128 0.116
H 2.109 0.939 1.312